[1]
{"formula": "C4H5NO", "method": "wB97M-V/def2-TZVPD", "orbital_gap_ev": 9.514, "e_tot_ha": -285.3092, "elements": ["O", "C", "C", "C", "C", "N", "H", "H", "H", "H", "H"], "coordinates": [[0.6548, 1.8419, 1.3264], [0.8505, 0.7968, 0.5579], [-0.3701, 0.6015, -0.3089], [-0.6961, -0.9013, -0.3357], [0.5177, -1.7017, -0.5469], [1.4715, -2.3321, -0.7173], [1.4552, 1.9357, 1.8672], [-1.2571, 1.1857, -0.0250], [-0.0591, 0.9169, -1.3167], [-1.1431, -1.2064, 0.6174], [-1.4242, -1.1369, -1.1183]]}


[2]
{"formula": "C6H7NO", "method": "wB97M-V/def2-TZVPD", "orbital_gap_ev": 9.453, "smiles": "O=C1C[C@H]2CC=CN12", "e_tot_ha": -362.6416, "elements": ["O", "C", "C", "C", "C", "C", "C", "N", "H", "H", "H", "H", "H", "H", "H"], "coordinates": [[0.0717, 0.8644, -2.2503], [-0.4189, 0.4213, -1.2688], [-0.9416, -1.0446, -0.7949], [-0.8837, -0.6513, 0.6596], [0.3380, -1.0990, 1.4475], [1.3349, 0.0585, 1.4984], [0.8743, 1.0809, 0.6942], [-0.5220, 0.8953, 0.1362], [-1.7291, -1.4571, -1.7492], [-0.1507, -1.6457, -0.9585], [-1.9935, -1.1123, 1.1531], [0.0875, -1.5858, 2.3689], [1.0904, -1.6959, 0.6949], [2.2271, 0.0051, 1.9447], [1.7311, 1.7156, 0.1780]]}


[3]
{"formula": "C74H144N6O21", "method": "wB97M-V/def2-TZVPD", "orbital_gap_ev": 8.310, "smiles": "CC1(C)CCCC(C)(C)N1O.CC1(C)CCCC(C)(C)N1O.CC1(C)CCCC(C)(C)N1O.CC1(C)CCCC(C)(C)N1O.CC1(C)CCCC(C)(C)N1O.CC1(C)CCCC(C)(C)N1O.C[C@H]1COC(=O)O1.C[C@H]1COC(=O)O1.C[C@H]1COC(=O)O1.C[C@H]1COC(=O)O1.C[C@H]1COC(=O)O1", "e_tot_ha": -4814.2263, "elements": ["C", "C", "C", "C", "C", "C", "C", "C", "C", "N", "O", "H", "H", "H", "H", "H", "H", "H", "H", "H", "H", "H", "H", "H", "H", "H", "H", "H", "H", "H", "C", "C", "C", "C", "C", "C", "C", "C", "C", "N", "O", "H", "H", "H", "H", "H", "H", "H", "H", "H", "H", "H", "H", "H", "H", "H", "H", "H", "H", "H", "C", "C", "C", "C", "C", "C", "C", "C", "C", "N", "O", "H", "H", "H", "H", "H", "H", "H", "H", "H", "H", "H", "H", "H", "H", "H", "H", "H", "H", "H", "C", "C", "C", "C", "C", "C", "C", "C", "C", "N", "O", "H", "H", "H", "H", "H", "H", "H", "H", "H", "H", "H", "H", "H", "H", "H", "H", "H", "H", "H", "C", "C", "C", "C", "C", "C", "C", "C", "C", "N", "O", "H", "H", "H", "H", "H", "H", "H", "H", "H", "H", "H", "H", "H", "H", "H", "H", "H", "H", "H", "C", "C", "C", "C", "C", "C", "C", "C", "C", "N", "O", "H", "H", "H", "H", "H", "H", "H", "H", "H", "H", "H", "H", "H", "H", "H", "H", "H", "H", "H", "C", "C", "C", "O", "C", "O", "O", "H", "H", "H", "H", "H", "H", "C", "C", "C", "O", "C", "O", "O", "H", "H", "H", "H", "H", "H", "C", "C", "C", "O", "C", "O", "O", "H", "H", "H", "H", "H", "H", "C", "C", "C", "O", "C", "O", "O", "H", "H", "H", "H", "H", "H", "C", "C", "C", "O", "C", "O", "O", "H", "H", "H", "H", "H", "H"], "coordinates": [[-6.9811, 4.4822, 4.2488], [-6.0093, 3.4795, 3.4619], [-6.3754, 2.0601, 3.9617], [-6.3268, 3.6080, 1.8912], [-5.7683, 4.8762, 1.2290], [-4.2552, 4.9217, 1.4166], [-3.8900, 4.8397, 2.9351], [-2.3663, 4.5350, 2.8502], [-3.9903, 6.2283, 3.5598], [-4.5326, 3.7725, 3.6375], [-4.1840, 3.6931, 4.9941], [-6.8306, 4.4321, 5.3272], [-6.7698, 5.5389, 4.0850], [-8.0070, 4.3398, 3.9089], [-7.3991, 1.7480, 3.7548], [-5.9440, 1.2917, 3.3202], [-6.0166, 1.7768, 4.9512], [-5.7765, 2.8197, 1.3776], [-7.3058, 3.4229, 1.4491], [-5.9317, 4.8109, 0.1533], [-6.2836, 5.7676, 1.5866], [-4.0902, 5.9115, 0.9911], [-3.7973, 4.0952, 0.8731], [-2.1366, 3.5412, 2.4659], [-2.0118, 4.5486, 3.8809], [-1.8270, 5.3315, 2.3375], [-5.0300, 6.5509, 3.6155], [-3.5928, 7.0536, 2.9690], [-3.5776, 6.2635, 4.5680], [-4.6843, 4.4071, 5.3958], [-5.9805, -3.7448, 0.4011], [-6.1652, -3.0750, -0.9556], [-5.8479, -4.1053, -2.1273], [-7.6623, -2.6541, -1.1278], [-8.0312, -1.3259, -0.4102], [-7.1026, -0.2173, -0.9161], [-5.5773, -0.5550, -0.6497], [-4.6717, 0.4457, -1.4036], [-5.3407, -0.3657, 0.8210], [-5.3154, -1.8845, -1.2128], [-3.9346, -2.2245, -1.2902], [-6.3691, -3.2451, 1.2885], [-6.4739, -4.7118, 0.3023], [-4.9185, -3.9092, 0.5832], [-6.5932, -4.9000, -2.1617], [-6.0366, -3.5648, -3.0549], [-4.8615, -4.5584, -2.0277], [-7.8254, -2.5199, -2.1971], [-8.3579, -3.4033, -0.7496], [-9.0321, -0.9474, -0.6179], [-7.9603, -1.4390, 0.6716], [-7.3311, 0.7053, -0.3825], [-7.1891, -0.0924, -1.9954], [-5.0052, 1.4828, -1.3694], [-4.6464, 0.0179, -2.4058], [-3.6271, 0.3398, -1.1110], [-4.2581, -0.3452, 0.9462], [-5.6590, -1.1781, 1.4744], [-5.8362, 0.5355, 1.1823], [-3.7373, -2.2511, -0.3511], [-1.5963, -4.5771, -0.5102], [-0.8588, -5.6118, -1.3823], [-1.8528, -6.4702, -2.2667], [0.0249, -4.7354, -2.2626], [0.9620, -5.5341, -3.0601], [1.8482, -6.3549, -2.0321], [1.0953, -7.2335, -1.0375], [0.7956, -8.5948, -1.7621], [2.0443, -7.4159, 0.2355], [-0.0317, -6.4887, -0.5243], [-0.8541, -7.2770, 0.3887], [-2.4240, -4.9325, 0.1036], [-0.9020, -4.0494, 0.1437], [-2.1816, -3.9081, -1.1410], [-2.5433, -7.0400, -1.6450], [-2.5050, -5.8021, -2.8291], [-1.3997, -7.1839, -2.9548], [-0.6576, -4.1866, -2.9115], [0.5324, -3.9982, -1.6405], [0.4487, -6.2408, -3.7121], [1.5369, -4.6997, -3.4617], [2.4827, -5.6559, -1.4872], [2.4754, -6.9857, -2.6620], [1.7386, -9.1414, -1.7724], [0.5464, -8.4702, -2.8159], [0.0983, -9.2232, -1.2080], [2.3136, -6.4896, 0.7430], [2.9500, -7.9408, -0.0684], [1.5678, -8.0898, 0.9474], [-0.6564, -6.8888, 1.2442], [3.8170, 3.4110, 0.6884], [3.8456, 3.8230, 2.1776], [4.3501, 2.6752, 3.0899], [4.8418, 4.9787, 2.2997], [4.8408, 5.7701, 3.5601], [3.4242, 6.1814, 3.9500], [2.3086, 5.1210, 3.8528], [2.4534, 4.2722, 5.0945], [1.0378, 6.0550, 3.7965], [2.5016, 4.4024, 2.5541], [1.4049, 3.5885, 2.1387], [4.7351, 2.9387, 0.3390], [3.1318, 2.5735, 0.5571], [3.4921, 4.2128, 0.0252], [4.9429, 1.9880, 2.4862], [5.0163, 2.9235, 3.9162], [3.5029, 2.1010, 3.4648], [5.8699, 4.6488, 2.1511], [4.6962, 5.6236, 1.4330], [5.2568, 5.1114, 4.3224], [5.5470, 6.5647, 3.3192], [3.2209, 6.7994, 3.0754], [3.3500, 6.8356, 4.8186], [3.3971, 3.7543, 5.2660], [1.7054, 3.4803, 5.0566], [2.3049, 4.8575, 6.0019], [1.0827, 6.7176, 2.9321], [0.9019, 6.6995, 4.6650], [0.1014, 5.5290, 3.6106], [0.9273, 4.1814, 1.5540], [5.4388, 5.8537, -3.1102], [5.1347, 4.3862, -3.5566], [3.7796, 4.0432, -2.9763], [4.9753, 4.5039, -5.1592], [5.0984, 3.1303, -5.8157], [6.3739, 2.3506, -5.2827], [6.4378, 2.1453, -3.7264], [5.3775, 1.1094, -3.4432], [7.8646, 1.4915, -3.4239], [6.2291, 3.4215, -3.1418], [6.5203, 3.4429, -1.7469], [5.1296, 5.8860, -2.0655], [6.4932, 6.1081, -3.2186], [4.7953, 6.5719, -3.6182], [3.2292, 3.2274, -3.4449], [3.8664, 3.8053, -1.9161], [3.1620, 4.9270, -3.1360], [3.9552, 4.8589, -5.3062], [5.7899, 5.1342, -5.5158], [4.1902, 2.5828, -5.5638], [5.1074, 3.2294, -6.9012], [7.2162, 3.0141, -5.4787], [6.5376, 1.4423, -5.8625], [5.7087, 0.2556, -4.0342], [4.3424, 1.4357, -3.5437], [5.4375, 0.8485, -2.3866], [7.9698, 0.6236, -4.0748], [7.9481, 1.1582, -2.3894], [8.6362, 2.2066, -3.7090], [7.3115, 3.9853, -1.7093], [1.9164, -7.0655, 5.6404], [0.4441, -6.5370, 5.5063], [-0.5200, -7.7676, 5.2719], [0.1101, -5.8092, 6.8668], [-0.9837, -4.7487, 6.6128], [-0.7083, -3.8343, 5.4087], [-0.4240, -4.6013, 4.0653], [-1.7454, -5.0954, 3.4669], [0.2594, -3.6135, 3.0926], [0.4648, -5.6677, 4.3167], [0.7975, -6.3869, 3.1312], [2.1425, -7.8284, 4.8954], [2.6696, -6.2880, 5.5130], [2.0889, -7.4378, 6.6502], [-0.0348, -8.3834, 4.5146], [-0.7594, -8.3487, 6.1625], [-1.4008, -7.4881, 4.6938], [-0.4408, -6.4734, 7.5326], [0.9683, -5.4342, 7.4245], [-1.9615, -5.1568, 6.3569], [-1.0804, -4.1960, 7.5472], [0.1393, -3.1694, 5.5746], [-1.5157, -3.1063, 5.3288], [-2.4258, -5.3770, 4.2705], [-1.7036, -5.9332, 2.7710], [-2.2173, -4.3169, 2.8675], [1.0141, -2.9593, 3.5292], [-0.4576, -2.9147, 2.6616], [0.6718, -4.1237, 2.2221], [1.7307, -6.1845, 3.0331], [1.1178, 1.4852, -1.4318], [0.2784, 1.2182, -0.1027], [-1.1711, 1.6580, -0.1411], [-1.7825, 0.6829, 0.5991], [-1.0547, -0.4530, 0.5389], [-1.4627, -1.4981, 0.9040], [0.0946, -0.1778, -0.0118], [2.1234, 1.0772, -1.3295], [1.1915, 2.5720, -1.4706], [0.6427, 1.0613, -2.3165], [0.7514, 1.6147, 0.7957], [-1.5764, 1.6666, -1.1529], [-1.3313, 2.6008, 0.3819], [1.8494, 0.8796, -5.5995], [2.7799, -0.2649, -6.0470], [2.5547, -1.6942, -5.5454], [2.2913, -2.4364, -6.6539], [2.3784, -1.7206, -7.8433], [2.2739, -2.2148, -8.9712], [2.5682, -0.4316, -7.4765], [2.0523, 1.0732, -4.5462], [0.7736, 0.7066, -5.5697], [2.0659, 1.8224, -6.1017], [3.8532, -0.1204, -5.9232], [1.6767, -1.8514, -4.9188], [3.5005, -2.0082, -5.1037], [3.2542, -1.0042, 1.9660], [3.7200, -1.8172, 0.7732], [2.6089, -2.7866, 0.2087], [2.9502, -2.9045, -1.1434], [3.6333, -1.8996, -1.4993], [3.9854, -1.6016, -2.6310], [3.9011, -1.1096, -0.4564], [3.8258, -0.1089, 2.2105], [3.2358, -1.5397, 2.9152], [2.2093, -0.7133, 1.8581], [4.6238, -2.3613, 1.0475], [1.5260, -2.6957, 0.2939], [2.7497, -3.8071, 0.5650], [-3.5193, -3.1288, -5.4081], [-2.5018, -2.6428, -4.3538], [-1.1468, -2.4158, -5.0280], [-0.6797, -1.2842, -4.2927], [-1.6882, -0.6216, -3.7712], [-1.6543, 0.4811, -3.1979], [-2.8276, -1.3133, -4.0003], [-3.2607, -2.8453, -6.4283], [-4.5436, -2.8538, -5.1568], [-3.5032, -4.2074, -5.5646], [-2.5199, -3.2697, -3.4623], [-1.1380, -2.0691, -6.0613], [-0.5292, -3.3137, -5.0103], [2.2204, 7.8437, -2.4264], [2.2554, 7.1392, -1.0024], [1.5771, 7.9499, 0.1032], [0.5479, 7.0533, 0.5236], [0.5246, 5.9033, -0.2002], [-0.1475, 4.9013, -0.0177], [1.5018, 5.9592, -1.1156], [2.4870, 7.1099, -3.1870], [2.8038, 8.7485, -2.2558], [1.1958, 8.1385, -2.6529], [3.2410, 6.8422, -0.6439], [1.2950, 8.9385, -0.2591], [2.2851, 8.0709, 0.9230]]}


Relative energy (zero: lowest compared OMol25 entry of this formula, charge and spin) in kcal per mole, matching the order above: 66.1, 107.8, 138.7
LUMO energy in eV, matching the order above: 0.6, 0.9, 0.3